1.
C23H25BBrClN5O5RuS | ωB97M-V/def2-TZVPD

Geometry as XYZ:
```
63
Properties=species:S:1:pos:R:3
Ru -0.498 0.121 -0.470
B -2.849 -2.504 -0.792
N -1.820 -2.420 0.384
C -1.931 -3.133 1.501
C -0.784 -2.966 2.269
C -0.003 -2.101 1.528
N -0.624 -1.790 0.376
N -2.384 -1.648 -2.003
C -2.744 -1.901 -3.261
C -2.447 -0.804 -4.054
C -1.880 0.107 -3.180
N -1.854 -0.405 -1.937
H -3.917 -2.109 -0.372
H -2.908 -3.640 -1.195
H -2.801 -3.751 1.658
H -0.556 -3.410 3.222
H 0.960 -1.675 1.755
H -3.208 -2.842 -3.503
H -2.615 -0.688 -5.110
H -1.499 1.092 -3.365
Cl 5.970 -3.583 1.452
C 4.846 -2.275 1.214
C 4.986 -1.114 1.958
C 4.091 -0.076 1.757
C 3.051 -0.199 0.842
C 2.927 -1.372 0.107
C 3.830 -2.411 0.285
C 2.114 0.970 0.695
O 2.562 2.074 0.465
O 0.835 0.718 0.894
H 5.791 -1.025 2.674
H 4.204 0.849 2.308
H 2.122 -1.485 -0.606
H 3.742 -3.323 -0.289
C -0.706 2.562 3.272
C -2.142 2.205 2.920
S -2.284 0.512 2.320
O -2.045 0.613 0.824
C -4.078 0.311 2.416
C -4.469 -0.535 3.618
H -0.654 3.611 3.561
H -0.048 2.409 2.414
H -0.349 1.958 4.107
H -2.542 2.827 2.115
H -2.811 2.265 3.782
H -4.322 -0.170 1.469
H -4.539 1.299 2.434
H -4.004 -1.520 3.567
H -5.550 -0.666 3.642
H -4.170 -0.065 4.556
Br 5.512 1.806 -4.576
C 3.779 2.390 -4.114
C 3.297 3.588 -4.626
N 2.091 4.063 -4.336
C 1.326 3.352 -3.514
C 1.727 2.140 -2.969
C 2.986 1.640 -3.272
C 0.832 1.393 -2.067
O 1.023 0.161 -1.839
O -0.157 1.926 -1.496
H 3.913 4.180 -5.292
H 0.350 3.758 -3.272
H 3.324 0.705 -2.848
```

Output
highest occupied orbital energy (alpha / beta)	-8.8 / -8.7	eV
energy above the lowest of the compared OMol25 structures with the same formula, charge and spin	13.9	kcal/mol
spin multiplicity	2
<S²>	0.754
LUMO level (alpha / beta)	0.0069 / -0.0311	hartree

Charges computed using natural (NBO), reported in e:
1 Ru 1.236
2 B 0.185
3 N -0.274
4 C -0.006
5 C -0.346
6 C -0.019
7 N -0.290
8 N -0.267
9 C 0.018
10 C -0.337
11 C -0.013
12 N -0.291
13 H -0.059
14 H -0.042
15 H 0.225
16 H 0.233
17 H 0.241
18 H 0.229
19 H 0.234
20 H 0.226
21 Cl -0.004
22 C -0.032
23 C -0.240
24 C -0.181
25 C -0.087
26 C -0.216
27 C -0.227
28 C 0.779
29 O -0.607
30 O -0.758
31 H 0.228
32 H 0.227
33 H 0.239
34 H 0.229
35 C -0.632
36 C -0.585
37 S 1.270
38 O -0.936
39 C -0.588
40 C -0.622
41 H 0.225
42 H 0.258
43 H 0.214
44 H 0.242
45 H 0.222
46 H 0.264
47 H 0.227
48 H 0.225
49 H 0.229
50 H 0.211
51 Br 0.080
52 C -0.139
53 C 0.034
54 N -0.401
55 C 0.087
56 C -0.198
57 C -0.135
58 C 0.780
59 O -0.623
60 O -0.612
61 H 0.207
62 H 0.212
63 H 0.251

=====

2.
C2H3N4 | ωB97M-V/def2-TZVPD

Geometry as XYZ:
```
9
Properties=species:S:1:pos:R:3
C -0.528 -1.787 -1.034
C 0.868 -0.467 -0.450
N 0.642 -1.447 -1.300
N -1.390 -0.448 -0.353
N -0.363 0.142 0.028
N -0.343 1.207 0.778
H 1.814 -0.338 0.057
H -1.226 1.585 1.109
H 0.526 1.553 1.166
```

Output
highest occupied orbital energy (alpha / beta)	-15.4 / -15.9	eV
charge	+1
energy above the lowest of the compared OMol25 structures with the same formula, charge and spin	73.3	kcal/mol
spin multiplicity	1
LUMO level (alpha / beta)	-0.2784 / -0.2906	hartree

Charges computed using natural (NBO), reported in e:
1 C 0.576
2 C 0.272
3 N -0.450
4 N -0.089
5 N 0.082
6 N -0.533
7 H 0.257
8 H 0.449
9 H 0.436

=====

3.
C22H18Cl2N2O8S | ωB97M-V/def2-TZVPD

Geometry as XYZ:
```
53
Properties=species:S:1:pos:R:3
C -3.759 -0.705 3.788
C -3.532 -0.778 2.304
O -2.518 -1.136 1.771
O -4.619 -0.370 1.630
C -4.572 -0.475 0.208
C -3.408 0.262 -0.405
C -2.704 -0.227 -1.445
N -1.652 0.498 -1.995
C -0.415 0.131 -2.485
O 0.029 -0.904 -2.875
C 0.137 1.547 -2.245
N 1.259 1.596 -1.373
C 2.311 2.440 -1.580
O 2.331 3.277 -2.457
C 3.412 2.194 -0.640
C 4.669 2.730 -0.528
C 5.313 2.012 0.504
C 4.405 1.095 0.958
O 3.255 1.208 0.273
C 4.487 -0.007 1.969
H 3.820 0.189 2.820
O 4.205 -1.262 1.381
C 2.942 -1.530 0.941
C 1.781 -0.888 1.360
C 0.547 -1.273 0.861
C 0.441 -2.301 -0.055
C 1.590 -2.950 -0.482
C 2.833 -2.569 0.007
Cl 4.267 -3.364 -0.515
Cl 1.476 -4.225 -1.624
H -0.522 -2.607 -0.429
H -0.348 -0.783 1.209
H 1.828 -0.085 2.078
H 5.512 -0.089 2.336
H 6.312 2.154 0.860
H 5.072 3.524 -1.120
H 1.308 0.917 -0.626
H 0.374 2.137 -3.135
C -1.258 1.840 -1.638
H -1.850 2.619 -2.125
S -1.361 2.069 0.163
C -3.131 1.617 0.175
H -3.442 1.663 1.217
H -3.669 2.393 -0.378
C -2.953 -1.540 -2.111
O -3.422 -2.519 -1.591
O -2.617 -1.488 -3.395
H -2.699 -2.362 -3.810
H -5.517 -0.034 -0.124
H -4.531 -1.530 -0.072
H -2.896 -0.250 4.267
H -3.861 -1.718 4.172
H -4.662 -0.144 4.007
```

Output
highest occupied orbital energy	-8.6	eV
spin multiplicity	1
LUMO level	0.0044	hartree

Charges computed using natural (NBO), reported in e:
1 C -0.718
2 C 0.801
3 O -0.597
4 O -0.506
5 C -0.126
6 C 0.032
7 C 0.030
8 N -0.445
9 C 0.699
10 O -0.537
11 C -0.139
12 N -0.620
13 C 0.647
14 O -0.600
15 C 0.149
16 C -0.220
17 C -0.301
18 C 0.270
19 O -0.409
20 C -0.107
21 H 0.190
22 O -0.494
23 C 0.365
24 C -0.312
25 C -0.205
26 C -0.246
27 C -0.033
28 C -0.146
29 Cl 0.041
30 Cl 0.040
31 H 0.238
32 H 0.251
33 H 0.219
34 H 0.223
35 H 0.234
36 H 0.244
37 H 0.430
38 H 0.263
39 C -0.158
40 H 0.211
41 S 0.206
42 C -0.571
43 H 0.248
44 H 0.236
45 C 0.782
46 O -0.587
47 O -0.660
48 H 0.509
49 H 0.207
50 H 0.248
51 H 0.241
52 H 0.248
53 H 0.234

=====

4.
C2H4O2P | ωB97M-V/def2-TZVPD

Geometry as XYZ:
```
9
Properties=species:S:1:pos:R:3
C -1.263 -0.276 0.462
C 0.216 -0.580 -0.257
O -1.544 0.814 0.902
O -1.950 -1.295 0.354
P 1.525 0.693 0.125
H -0.018 -0.826 -1.324
H 0.485 -1.646 0.067
H 0.687 1.704 0.739
H 1.862 1.412 -1.068
```

Output
highest occupied orbital energy	-3.9	eV
charge	-1
energy above the lowest of the compared OMol25 structures with the same formula, charge and spin	25.2	kcal/mol
spin multiplicity	1
LUMO level	0.1673	hartree

Charges computed using natural (NBO), reported in e:
1 C 0.803
2 C -0.874
3 O -0.747
4 O -0.785
5 P 0.170
6 H 0.230
7 H 0.229
8 H 0.025
9 H -0.052

=====

5.
C3H11NO | ωB97M-V/def2-TZVPD

Geometry as XYZ:
```
16
Properties=species:S:1:pos:R:3
C -1.617 0.955 0.347
C -0.425 0.154 0.950
N -0.195 -1.032 0.212
C 1.089 -1.750 0.492
H -2.049 1.726 1.010
H -1.350 1.624 -0.515
H -2.424 0.208 0.206
H 0.539 0.574 1.139
H -0.914 -0.202 1.949
H -1.020 -1.600 0.387
H 1.254 -2.439 -0.385
H 1.363 -2.315 1.504
H 1.869 -0.852 0.211
H 1.740 1.756 -1.848
H 0.649 1.734 -2.930
O 1.491 1.458 -2.728
```

Output
highest occupied orbital energy	-8.7	eV
energy above the lowest of the compared OMol25 structures with the same formula, charge and spin	45.6	kcal/mol
spin multiplicity	1
LUMO level	0.0328	hartree

Charges computed using natural (NBO), reported in e:
1 C -0.617
2 C -0.209
3 N -0.627
4 C -0.439
5 H 0.210
6 H 0.204
7 H 0.209
8 H 0.195
9 H 0.139
10 H 0.347
11 H 0.212
12 H 0.184
13 H 0.191
14 H 0.470
15 H 0.466
16 O -0.936

=====

6.
C18H36O30Rb2S6 | ωB97M-V/def2-TZVPD

Geometry as XYZ:
```
92
Properties=species:S:1:pos:R:3
Rb -3.104 -2.196 -3.036
Rb -2.272 2.307 0.224
S -0.913 -0.635 -1.143
O -2.337 -0.297 -1.409
O -0.953 -2.066 -0.768
O -0.112 -0.414 -2.353
O -0.436 0.211 -0.028
C 2.236 4.497 -3.277
C 2.015 5.529 -2.212
O 2.260 4.924 -0.929
C 1.252 4.432 -0.236
O 0.097 4.363 -0.556
O 1.769 4.048 0.915
C 0.897 3.389 1.829
H 2.222 4.939 -4.283
H 1.457 3.733 -3.309
H 3.206 4.001 -3.356
H 0.988 5.889 -2.259
H 2.775 6.301 -2.306
H 0.078 4.056 2.098
H 1.495 3.155 2.705
H 0.470 2.470 1.425
C -4.632 2.828 5.707
C -3.346 3.108 4.944
O -2.470 1.989 5.057
C -1.710 1.648 4.040
O -1.758 2.108 2.920
O -0.960 0.638 4.408
C -0.003 0.134 3.468
H -4.458 2.942 6.778
H -4.974 1.807 5.551
H -5.383 3.566 5.433
H -2.822 3.950 5.401
H -3.554 3.353 3.902
H -0.409 0.045 2.457
H 0.243 -0.871 3.800
H 0.852 0.806 3.477
C 0.682 -3.504 1.796
C 2.104 -4.058 1.788
O 1.991 -5.353 2.356
S 0.844 -5.432 3.459
O 1.356 -5.083 4.762
O 0.073 -6.633 3.314
O 0.006 -4.169 2.896
H 0.089 -3.689 0.904
H 0.602 -2.450 2.056
H 2.776 -3.427 2.368
H 2.436 -4.172 0.759
C -0.990 0.760 -4.897
C -0.636 2.000 -3.987
O -0.637 3.132 -4.830
S -1.678 2.844 -6.054
O -1.308 3.686 -7.133
O -3.052 2.786 -5.580
O -1.186 1.322 -6.191
H -1.909 0.354 -4.485
H -0.131 0.102 -4.899
H 0.339 1.865 -3.528
H -1.357 2.121 -3.178
C 1.291 -3.397 -2.984
C 2.546 -2.721 -2.384
O 3.664 -3.260 -3.060
S 3.329 -4.795 -3.492
O 3.525 -5.706 -2.400
O 3.914 -5.106 -4.753
O 1.745 -4.511 -3.725
H 0.729 -2.639 -3.535
H 0.533 -3.740 -2.275
H 2.521 -2.900 -1.307
H 2.566 -1.656 -2.597
C -2.782 -1.827 1.639
C -3.470 -3.065 1.025
O -4.699 -3.135 1.704
S -4.456 -2.808 3.289
O -3.800 -3.925 3.895
O -5.619 -2.161 3.835
O -3.285 -1.728 2.966
H -2.994 -0.920 1.073
H -1.712 -1.984 1.749
H -2.873 -3.952 1.266
H -3.520 -3.018 -0.058
C 2.367 -0.163 -0.031
C 2.266 1.042 -0.946
O 3.539 1.675 -0.780
S 4.697 0.549 -0.721
O 5.743 0.972 0.170
O 4.981 0.078 -2.051
O 3.737 -0.517 0.033
H 1.860 -0.990 -0.526
H 1.910 0.008 0.941
H 1.437 1.702 -0.704
H 2.190 0.910 -2.031
```

Output
highest occupied orbital energy	-9.9	eV
spin multiplicity	1
LUMO level	-0.0466	hartree

Charges computed using Löwdin, reported in e:
1 Rb 0.984
2 Rb 0.955
3 S 0.142
4 O -0.637
5 O -0.413
6 O -0.351
7 O -0.479
8 C -0.056
9 C -0.170
10 O 0.053
11 C -0.637
12 O 0.084
13 O 0.025
14 C -0.038
15 H 0.091
16 H 0.053
17 H 0.091
18 H 0.127
19 H 0.130
20 H 0.099
21 H 0.105
22 H 0.056
23 C -0.049
24 C -0.199
25 O 0.068
26 C -0.603
27 O -0.041
28 O 0.044
29 C -0.006
30 H 0.080
31 H 0.086
32 H 0.080
33 H 0.131
34 H 0.116
35 H 0.069
36 H 0.102
37 H 0.098
38 C -0.144
39 C -0.145
40 O -0.179
41 S 0.640
42 O -0.237
43 O -0.224
44 O -0.211
45 H 0.113
46 H 0.107
47 H 0.138
48 H 0.127
49 C -0.152
50 C -0.186
51 O -0.192
52 S 0.669
53 O -0.198
54 O -0.239
55 O -0.190
56 H 0.097
57 H 0.125
58 H 0.103
59 H 0.119
60 C -0.175
61 C -0.172
62 O -0.164
63 S 0.663
64 O -0.228
65 O -0.216
66 O -0.186
67 H 0.110
68 H 0.115
69 H 0.111
70 H 0.122
71 C -0.165
72 C -0.174
73 O -0.187
74 S 0.683
75 O -0.209
76 O -0.222
77 O -0.198
78 H 0.111
79 H 0.101
80 H 0.135
81 H 0.099
82 C -0.185
83 C -0.173
84 O -0.199
85 S 0.667
86 O -0.220
87 O -0.226
88 O -0.188
89 H 0.087
90 H 0.122
91 H 0.106
92 H 0.123

=====

Number 1: E -138605.310 eV. Number 2: E -8068.411 eV. Number 3: E -78346.435 eV. Number 4: E -15523.287 eV. Number 5: E -6825.268 eV. Number 6: E -146995.500 eV.